1.
The following is a quantum chemistry calculation of a cluster of 3 separate species, CH7NO4 in total, from OMol25.

The value obtained for the energy is -398.04925 Ha. Its SMILES is NC(=O)O.O.O. For the maximum force, the calculation gives 0.740 eV Å⁻¹. The calculation puts the orbital gap at 10.76 eV. The calculation puts the energy relative to the best compared isomer or geometry (same formula, charge and spin) at 0.410 eV.

Element x y z (Å)
N 1.5549 -0.4734 0.6161
C 0.4108 -0.0387 1.2160
O 0.3119 0.7919 2.0756
O -0.6977 -0.6740 0.7071
H 2.3663 0.0767 0.8448
H 1.4168 -0.8318 -0.3215
H -0.6937 -1.6394 0.7994
O 0.3030 -0.8530 -2.0231
H -0.2143 -0.0615 -1.7597
H 0.6060 -0.5957 -2.9045
O -1.5043 1.2459 -1.4406
H -2.4312 1.0327 -1.5682
H -1.4321 1.8709 -0.7142

Cartesian forces, eV/Å:
-0.244 0.205 0.345
-0.060 -0.735 -0.059
0.084 0.251 -0.049
-0.652 -0.059 0.344
0.095 -0.116 -0.206
0.294 0.053 -0.095
0.455 0.394 -0.149
0.021 0.646 -0.355
-0.135 -0.461 0.139
0.086 -0.305 0.131
0.326 0.152 -0.373
-0.062 0.046 0.214
-0.208 -0.070 0.114

These are the Löwdin partial charges, in e, on atoms 1 to 8: 0.169 -0.664 0.090 0.047 0.110 0.068 0.124 -0.083


2.
The following is a quantum chemistry calculation of a cluster of 2 separate species, CH7NOS2 in total, from OMol25.

The value obtained for the energy is -968.63808 Ha. The multiplicity is 2. For the maximum force, the calculation gives 2.986 eV Å⁻¹. The calculation puts the orbital gap (alpha / beta) at 3.00 / 6.85 eV. The expectation value of S² is 0.754. The calculation puts the energy relative to the best compared isomer or geometry (same formula, charge and spin) at 0.000 eV. Its total charge is -1.

Element x y z (Å)
S -0.4778 4.2991 2.9349
S 0.0852 2.3715 3.8168
H -0.4909 3.8166 1.7227
H -1.1014 1.9463 4.3024
N 0.5442 -0.5805 -1.6154
C 0.4652 -1.9660 -1.9462
O -0.1385 -2.7812 -0.9583
H -0.1723 0.0719 -1.8739
H 0.8545 -0.4309 -0.6769
H -0.1143 -2.0482 -2.8817
H 1.4371 -2.3834 -2.2159
H -0.8910 -2.3151 -0.6086

Cartesian forces, eV/Å:
-0.705 2.766 -0.326
0.650 -2.607 1.301
-0.084 -0.288 -0.847
0.132 0.116 -0.162
0.756 -0.110 0.013
-1.067 0.434 -1.201
0.797 -0.587 -0.039
-0.383 -0.352 -0.102
0.226 0.249 0.406
0.016 0.126 0.121
0.098 -0.094 0.675
-0.437 0.349 0.161

These are the Löwdin partial charges, in e, on atoms 1 to 8: -0.169 -0.172 -0.345 -0.310 0.022 -0.376 -0.069 0.065